Entry 1:
{
  "formula": "C12H27Cl2HfO5P2",
  "method": "wB97M-V/def2-TZVPD",
  "e_tot_ha": -2499.71078,
  "largest_force_ev_per_a": 12.52,
  "homo_energy_ha": -0.7181,
  "total_charge": 3,
  "orbital_gap_ev": 5.49,
  "species": ["C", "C", "H", "H", "H", "O", "Cl", "Hf", "P", "C", "C", "H", "H", "H", "C", "H", "H", "H", "H", "H", "H", "C", "O", "Cl", "C", "C", "O", "P", "O", "C", "C", "O", "C", "C", "H", "H", "H", "H", "H", "H", "H", "H", "H", "H", "H", "H", "H", "H", "H"],
  "xyz": [[0.876, -3.982, -1.425], [0.945, -2.584, -0.791], [-0.150, -4.383, -1.365], [1.620, -4.740, -1.065], [1.231, -3.853, -2.441], [-0.064, -1.908, -0.482], [2.513, -2.023, -0.366], [0.239, 1.014, 0.213], [-0.017, 1.041, -2.290], [-1.645, 1.388, -3.034], [1.103, 2.312, -2.938], [1.432, -0.743, -3.047], [0.374, -0.073, -4.362], [-0.304, -1.204, -3.131], [0.421, -0.395, -3.306], [2.129, 2.096, -2.602], [1.076, 2.287, -4.039], [-1.525, 1.502, -4.126], [-2.108, 2.291, -2.626], [0.838, 3.317, -2.587], [-2.319, 0.536, -2.827], [-1.827, 0.995, 0.202], [-2.998, 0.888, 0.133], [1.029, 3.088, 0.648], [-0.137, -3.457, 3.960], [-0.528, -2.510, 2.830], [0.605, -1.548, 2.809], [0.432, 0.055, 2.596], [1.658, 0.606, 3.524], [2.458, -0.137, 4.504], [1.838, -0.200, 5.876], [-0.883, 0.363, 3.550], [-1.168, 1.735, 4.040], [-2.497, 2.188, 3.494], [0.912, -3.771, 3.892], [-0.784, -4.350, 3.888], [-0.286, -2.911, 4.899], [-0.571, -3.030, 1.858], [-1.486, -1.985, 2.964], [2.658, -1.160, 4.148], [3.394, 0.431, 4.518], [1.006, -0.919, 5.931], [2.564, -0.597, 6.610], [1.527, 0.813, 6.172], [-1.167, 1.621, 5.135], [-0.374, 2.438, 3.725], [-3.287, 1.530, 3.887], [-2.683, 3.214, 3.835], [-2.523, 2.188, 2.387]]
}

Entry 2:
{
  "formula": "C6H15NS",
  "method": "wB97M-V/def2-TZVPD",
  "e_tot_ha": -690.36472,
  "largest_force_ev_per_a": 4.99,
  "relative_energy_kj_mol": 464.0,
  "homo_energy_ha": -0.2677,
  "orbital_gap_ev": 5.56,
  "species": ["C", "N", "C", "C", "S", "C", "C", "C", "H", "H", "H", "H", "H", "H", "H", "H", "H", "H", "H", "H", "H", "H", "H"],
  "xyz": [[0.633, -0.236, -1.037], [0.080, -0.482, 0.327], [0.394, 0.462, 1.307], [-0.809, 1.094, 1.813], [-1.858, 1.732, 0.475], [1.294, -0.124, 2.389], [0.021, -1.153, -2.098], [-1.386, -0.781, -2.478], [0.518, 0.825, -1.294], [1.707, -0.438, -0.965], [-0.932, -0.369, 0.211], [1.070, 1.294, 0.622], [-1.455, 0.448, 2.408], [-0.629, 1.955, 2.452], [1.223, 2.073, 0.393], [1.305, 0.449, 3.312], [0.982, -1.154, 2.528], [2.335, -0.199, 2.064], [-0.014, -2.159, -1.666], [0.780, -1.167, -2.882], [-1.994, -0.397, -1.668], [-1.384, -0.033, -3.276], [-1.879, -1.639, -2.937]]
}

Entry 3:
{
  "formula": "C50H73N9S2",
  "method": "wB97M-V/def2-TZVPD",
  "smiles": "[H]/N=C\\Cc1c(CCCSC(=S)N(CCCCCCCC)CCCCCCCC)ccc2nccnc12.c1cc[nH]c1.c1cc[nH]c1.c1cc[nH]c1.c1cc[nH]c1.c1cc[nH]c1",
  "e_tot_ha": -3238.14228,
  "largest_force_ev_per_a": 0.73,
  "homo_energy_ha": -0.2940,
  "orbital_gap_ev": 7.73,
  "species": ["H", "N", "C", "C", "C", "C", "C", "C", "C", "S", "C", "S", "N", "C", "C", "C", "C", "C", "C", "C", "C", "C", "C", "C", "C", "C", "C", "C", "C", "C", "C", "C", "N", "C", "C", "N", "C", "H", "H", "H", "H", "H", "H", "H", "H", "H", "H", "H", "H", "H", "H", "H", "H", "H", "H", "H", "H", "H", "H", "H", "H", "H", "H", "H", "H", "H", "H", "H", "H", "H", "H", "H", "H", "H", "H", "H", "H", "H", "H", "H", "H", "H", "H", "H", "C", "C", "C", "N", "C", "H", "H", "H", "H", "H", "C", "C", "C", "N", "C", "H", "H", "H", "H", "H", "C", "C", "C", "N", "C", "H", "H", "H", "H", "H", "C", "C", "C", "N", "C", "H", "H", "H", "H", "H", "C", "C", "C", "N", "C", "H", "H", "H", "H", "H"],
  "xyz": [[2.995, -1.636, 4.298], [3.113, -1.187, 3.387], [2.002, -1.118, 2.790], [0.674, -1.638, 3.285], [-0.398, -0.576, 3.210], [-1.471, -0.675, 2.368], [-1.620, -1.903, 1.497], [-2.888, -2.040, 0.651], [-2.625, -1.541, -0.768], [-4.003, -1.938, -1.854], [-3.310, -1.706, -3.487], [-1.769, -2.161, -3.849], [-4.237, -1.227, -4.362], [-3.865, -1.232, -5.779], [-3.009, -0.057, -6.249], [-3.140, 0.193, -7.768], [-3.200, 1.685, -8.094], [-1.983, 2.479, -7.636], [-2.128, 3.982, -7.917], [-1.772, 4.375, -9.369], [-2.953, 4.955, -10.170], [-4.954, 0.004, -3.948], [-6.017, 0.453, -4.933], [-7.009, 1.448, -4.318], [-6.414, 2.563, -3.444], [-5.196, 3.284, -4.039], [-4.137, 3.767, -3.028], [-3.675, 2.758, -1.959], [-3.662, 3.340, -0.534], [-2.417, 0.376, 2.328], [-2.303, 1.476, 3.116], [-1.229, 1.592, 4.006], [-1.138, 2.687, 4.812], [-0.110, 2.724, 5.609], [0.856, 1.686, 5.653], [0.780, 0.620, 4.913], [-0.272, 0.555, 4.049], [1.997, -0.619, 1.819], [0.409, -2.508, 2.689], [0.806, -1.913, 4.332], [-1.562, -2.768, 2.160], [-0.747, -1.981, 0.849], [-3.124, -3.103, 0.580], [-3.754, -1.551, 1.092], [-2.468, -0.461, -0.799], [-1.727, -2.016, -1.132], [-3.338, -2.159, -5.993], [-4.777, -1.265, -6.374], [-1.965, -0.257, -6.018], [-3.262, 0.869, -5.731], [-2.288, -0.238, -8.292], [-4.075, -0.259, -8.102], [-3.285, 1.813, -9.178], [-4.103, 2.128, -7.662], [-1.081, 2.112, -8.130], [-1.827, 2.356, -6.562], [-1.443, 4.497, -7.242], [-3.140, 4.301, -7.666], [-1.360, 3.507, -9.881], [-0.999, 5.140, -9.325], [-3.905, 4.684, -9.715], [-2.896, 6.041, -10.214], [-2.957, 4.592, -11.197], [-4.208, 0.792, -3.824], [-5.400, -0.137, -2.969], [-6.575, -0.428, -5.257], [-5.573, 0.883, -5.832], [-7.579, 1.889, -5.137], [-7.727, 0.881, -3.723], [-7.201, 3.309, -3.322], [-6.224, 2.175, -2.444], [-5.563, 4.180, -4.542], [-4.707, 2.695, -4.817], [-3.260, 4.053, -3.611], [-4.496, 4.676, -2.544], [-2.657, 2.440, -2.191], [-4.282, 1.855, -1.957], [-3.855, 2.581, 0.221], [-2.692, 3.788, -0.320], [-4.395, 4.140, -0.433], [-3.265, 0.308, 1.663], [-3.033, 2.272, 3.072], [-0.001, 3.578, 6.268], [1.689, 1.770, 6.342], [5.184, 3.299, 9.002], [4.449, 2.224, 9.574], [4.149, 1.356, 8.560], [4.673, 1.863, 7.402], [5.308, 3.044, 7.661], [5.574, 4.162, 9.517], [4.175, 2.104, 10.608], [3.611, 0.423, 8.562], [4.602, 1.432, 6.497], [5.791, 3.601, 6.876], [2.579, -3.215, -0.173], [2.207, -4.577, -0.349], [1.051, -4.594, -1.084], [0.714, -3.300, -1.367], [1.640, -2.454, -0.819], [3.442, -2.840, 0.353], [2.731, -5.443, 0.019], [0.445, -5.413, -1.432], [-0.098, -3.004, -1.886], [1.554, -1.386, -0.938], [2.117, -4.271, 6.383], [1.464, -5.400, 6.952], [1.174, -6.262, 5.929], [1.624, -5.699, 4.766], [2.201, -4.489, 5.034], [2.483, -3.403, 6.906], [1.235, -5.558, 7.992], [0.689, -7.222, 5.930], [1.542, -6.109, 3.854], [2.621, -3.892, 4.242], [5.527, -5.393, -2.079], [4.559, -4.665, -2.823], [4.830, -4.867, -4.149], [5.922, -5.690, -4.235], [6.352, -6.015, -2.978], [5.609, -5.451, -1.006], [3.762, -4.060, -2.429], [4.341, -4.500, -5.035], [6.344, -6.005, -5.088], [7.203, -6.657, -2.830], [10.551, 2.554, 11.181], [9.988, 1.275, 10.920], [8.773, 1.480, 10.320], [8.582, 2.828, 10.211], [9.659, 3.491, 10.731], [11.501, 2.761, 11.645], [10.424, 0.317, 11.145], [8.032, 0.786, 9.963], [7.770, 3.261, 9.810], [9.700, 4.567, 10.737]]
}

Entry 4:
{
  "formula": "C19H24GaO6",
  "method": "wB97M-V/def2-TZVPD",
  "e_tot_ha": -3114.52912,
  "largest_force_ev_per_a": 0.88,
  "homo_energy_ha": -0.1810,
  "total_charge": -1,
  "orbital_gap_ev": 5.05,
  "species": ["C", "C", "O", "O", "C", "C", "C", "C", "C", "Ga", "H", "H", "H", "H", "H", "H", "H", "H", "H", "H", "H", "H", "H", "H", "H", "H", "C", "C", "C", "O", "C", "C", "C", "O", "H", "H", "H", "H", "C", "C", "C", "O", "C", "C", "C", "O", "H", "H", "H", "H"],
  "xyz": [[-0.170, -1.456, 3.417], [0.270, -0.610, 2.256], [0.843, -1.023, 1.295], [0.053, 0.723, 2.416], [-1.340, 1.150, 2.428], [-1.595, 1.979, 3.686], [-3.031, 1.928, 4.267], [-4.083, 1.167, 3.440], [-4.133, -0.356, 3.711], [-3.931, -1.553, 2.065], [0.463, -1.229, 4.280], [-1.208, -1.229, 3.673], [-0.084, -2.508, 3.153], [-1.455, 1.754, 1.526], [-1.984, 0.270, 2.353], [-1.332, 3.020, 3.469], [-0.876, 1.642, 4.438], [-2.992, 1.465, 5.259], [-3.369, 2.959, 4.424], [-3.931, 1.366, 2.370], [-5.056, 1.607, 3.689], [-5.105, -0.607, 4.153], [-3.388, -0.618, 4.477], [-4.533, -3.026, 2.329], [-2.354, -1.712, 1.692], [-4.662, -0.797, 0.834], [5.311, -1.261, -2.473], [4.459, -2.226, -2.795], [3.158, -2.369, -2.098], [2.373, -3.237, -2.427], [2.839, -1.397, -1.023], [3.704, -0.440, -0.694], [5.005, -0.296, -1.388], [5.789, 0.585, -1.099], [6.250, -1.115, -2.991], [4.647, -2.930, -3.596], [1.879, -1.488, -0.530], [3.487, 0.281, 0.085], [1.957, 1.805, -5.327], [0.752, 2.207, -5.716], [-0.462, 1.398, -5.428], [-1.556, 1.767, -5.797], [-0.278, 0.129, -4.680], [0.930, -0.278, -4.295], [2.140, 0.528, -4.591], [3.244, 0.165, -4.240], [2.858, 2.374, -5.522], [0.588, 3.132, -6.255], [-1.177, -0.436, -4.468], [1.084, -1.201, -3.749]]
}

Entry 5:
{
  "formula": "C35H45N3OPSV",
  "method": "wB97M-V/def2-TZVPD",
  "spin_multiplicity": 3,
  "s_squared": 2.03,
  "e_tot_ha": -3283.20039,
  "largest_force_ev_per_a": 0.79,
  "relative_energy_kj_mol": 49.1,
  "homo_energy_ha": [-0.4698, -0.4702],
  "total_charge": 2,
  "orbital_gap_ev": [7.71, 7.73],
  "species": ["V", "C", "C", "C", "C", "C", "C", "P", "C", "C", "C", "C", "C", "C", "C", "C", "C", "C", "C", "C", "H", "H", "H", "H", "H", "H", "H", "H", "H", "H", "H", "H", "H", "H", "O", "S", "C", "C", "C", "C", "H", "H", "H", "H", "H", "H", "H", "H", "N", "C", "C", "N", "C", "C", "H", "H", "H", "H", "H", "H", "H", "H", "H", "H", "H", "C", "N", "C", "C", "C", "C", "C", "C", "C", "C", "H", "H", "H", "H", "H", "H", "H", "H", "H", "H", "H", "H"],
  "xyz": [[-0.616, 0.251, -0.321], [3.265, 0.223, 4.622], [2.781, -0.883, 3.937], [2.357, -0.752, 2.623], [2.430, 0.480, 1.975], [2.925, 1.583, 2.667], [3.334, 1.455, 3.987], [1.837, 0.562, 0.264], [3.274, 0.246, -0.787], [4.399, -0.400, -0.278], [5.483, -0.664, -1.104], [5.450, -0.284, -2.437], [4.331, 0.362, -2.947], [3.246, 0.623, -2.128], [1.262, 2.245, -0.138], [2.023, 3.420, -0.144], [1.435, 4.600, -0.554], [0.103, 4.610, -0.978], [-0.629, 3.438, -1.006], [-0.068, 2.219, -0.598], [3.597, 0.122, 5.647], [2.736, -1.849, 4.423], [1.972, -1.619, 2.097], [2.990, 2.549, 2.186], [3.721, 2.318, 4.514], [4.442, -0.696, 0.763], [6.353, -1.162, -0.699], [6.298, -0.485, -3.077], [4.307, 0.664, -3.985], [2.383, 1.134, -2.537], [3.068, 3.411, 0.138], [2.007, 5.518, -0.564], [-0.342, 5.543, -1.302], [-1.655, 3.486, -1.367], [-1.812, 0.146, 1.351], [-0.886, 0.645, 2.522], [-1.581, -0.050, 4.040], [-1.773, 1.134, 4.985], [-2.294, 2.281, 4.123], [-1.366, 2.343, 2.915], [-0.907, -0.825, 4.398], [-2.528, -0.499, 3.735], [-0.821, 1.406, 5.445], [-2.458, 0.864, 5.787], [-2.298, 3.229, 4.658], [-3.318, 2.078, 3.801], [-0.426, 2.856, 3.127], [-1.781, 2.770, 2.002], [-5.047, 0.106, -2.776], [-4.168, 1.304, -3.033], [-2.760, 0.969, -2.577], [-2.689, 0.586, -1.161], [-3.591, -0.542, -0.890], [-5.025, -0.281, -1.320], [-4.709, -0.681, -3.339], [-6.004, 0.290, -3.082], [-4.612, 2.130, -2.476], [-4.215, 1.526, -4.097], [-2.102, 1.818, -2.758], [-2.359, 0.142, -3.166], [-2.926, 1.389, -0.579], [-3.573, -0.778, 0.170], [-3.189, -1.408, -1.427], [-5.472, 0.555, -0.781], [-5.656, -1.160, -1.201], [1.422, -3.928, -0.048], [0.003, -4.170, -0.227], [-0.553, -4.899, 0.895], [-0.720, -2.956, -0.505], [-0.389, -2.349, -1.852], [-0.141, -3.171, -2.950], [0.208, -2.614, -4.170], [0.313, -1.233, -4.298], [0.045, -0.420, -3.205], [-0.320, -0.959, -1.965], [1.966, -4.871, -0.031], [1.625, -3.402, 0.902], [1.812, -3.324, -0.868], [-0.014, -5.835, 1.028], [-1.601, -5.135, 0.710], [-0.482, -4.332, 1.841], [-0.517, -2.188, 0.291], [-1.789, -3.180, -0.420], [-0.188, -4.246, -2.830], [0.417, -3.258, -5.013], [0.611, -0.797, -5.243], [0.138, 0.656, -3.332]]
}